#1
Below is a 3-piece molecular cluster, C3H13NO2S overall, with properties calculated with the ωB97M-V functional and the def2-TZVPD basis.

XYZ file:
```
20
Properties=species:S:1:pos:R:3:mulliken_charge:R:1
N 0.336 1.724 0.123 -0.46
C 1.196 0.811 -0.650 -0.81
C 0.542 -0.563 -0.462 -0.43
C 1.486 -1.719 -1.027 -0.63
S 0.750 -3.376 -0.811 -0.24
H 0.238 2.654 -0.252 0.21
H 0.654 1.732 1.084 0.18
H 1.142 1.027 -1.737 0.35
H 2.221 0.846 -0.295 0.31
H 0.357 -0.788 0.595 0.37
H -0.431 -0.595 -0.935 0.30
H 2.482 -1.750 -0.583 0.36
H 1.777 -1.414 -2.042 0.37
H -0.523 -2.862 -0.855 0.11
O -1.140 0.277 2.415 -0.60
H -2.040 0.488 2.112 0.35
H -1.372 -0.421 3.040 0.29
O -2.758 1.234 0.402 -0.73
H -1.787 1.277 0.341 0.40
H -3.131 1.418 -0.465 0.30
```

Summary:
SMILES = NCCCS.O.O
total charge = 0

---

#2
Below is a 3-piece molecular cluster, C3H13NO2S overall, with properties calculated with the ωB97M-V functional and the def2-TZVPD basis.

XYZ file:
```
20
Properties=species:S:1:pos:R:3:mulliken_charge:R:1
C 1.513 -0.977 -1.629 -0.79
N 1.267 -0.170 -0.251 -0.45
C -0.030 0.328 -0.020 -0.70
C -0.180 1.531 1.074 -0.72
S -1.971 1.569 1.664 -0.22
H 0.528 -1.446 -1.851 0.28
H 1.852 -0.198 -2.324 0.33
H 2.237 -1.813 -1.392 0.27
H 2.007 0.599 -0.287 0.25
H -0.673 -0.485 0.367 0.44
H -0.400 0.697 -0.989 0.46
H 0.224 2.496 0.543 0.35
H 0.710 1.324 1.691 0.38
H -1.888 0.352 2.370 0.15
O -2.626 0.071 -1.598 -0.59
H -2.242 0.772 -1.072 0.31
H -3.505 0.227 -1.781 0.28
O 1.442 -1.848 1.946 -0.67
H 1.121 -1.485 1.105 0.33
H 0.614 -1.544 2.434 0.32
```

Summary:
SMILES = CNCCS.O.O
total charge = 0

---

#3
Below is a 3-piece molecular cluster, C3H13NO2S overall, with properties calculated with the ωB97M-V functional and the def2-TZVPD basis.

XYZ file:
```
20
Properties=species:S:1:pos:R:3:mulliken_charge:R:1
C 1.581 -0.018 0.955 -1.42
C 0.948 -0.008 -0.428 0.44
N 1.912 0.257 -1.512 -0.61
C 0.067 -1.288 -0.716 -0.67
S 0.526 -2.275 -2.208 -0.20
H 0.877 0.307 1.729 0.35
H 2.417 0.683 0.957 0.37
H 1.910 -1.004 1.279 0.34
H 0.218 0.796 -0.535 0.23
H 2.202 1.224 -1.414 0.24
H 2.762 -0.266 -1.343 0.24
H -0.025 -1.909 0.170 0.40
H -0.863 -0.903 -1.137 0.21
H 1.715 -2.698 -1.762 0.08
O -0.655 1.582 6.400 -0.64
H -1.593 1.447 6.248 0.32
H -0.527 2.516 6.511 0.32
O -4.089 2.938 -1.281 -0.63
H -4.820 2.657 -1.850 0.33
H -3.657 2.079 -1.200 0.31
```

Summary:
SMILES = C[C@@H](N)CS.O.O
total charge = 0

---

Least stable structure: #2

---

#1
Below is a 3-piece molecular cluster, C3H13NO2S overall, with properties calculated with the ωB97M-V functional and the def2-TZVPD basis.

XYZ file:
```
20
Properties=species:S:1:pos:R:3:mulliken_charge:R:1
C -1.279 -1.991 0.054 -1.37
C -0.336 -0.873 0.292 0.59
N 0.994 -1.308 0.803 -0.55
C -0.961 0.186 1.312 -0.86
S 0.304 1.582 1.819 -0.26
H -2.329 -1.545 -0.183 0.32
H -0.788 -2.546 -0.729 0.37
H -1.490 -2.679 0.847 0.39
H -0.270 -0.232 -0.582 0.10
H 0.898 -2.174 1.280 0.26
H 1.397 -0.632 1.421 0.19
H -1.241 -0.345 2.312 0.28
H -1.792 0.609 0.688 0.43
H -0.650 2.601 1.656 0.13
O -0.695 1.950 -2.138 -0.64
H 0.225 1.654 -2.152 0.29
H -0.650 2.552 -1.378 0.31
O 2.510 1.084 -1.755 -0.60
H 3.058 0.247 -1.654 0.32
H 3.095 1.858 -1.913 0.30
```

Summary:
SMILES = C[C@H](N)CS.O.O
total charge = 0

---

#2
Below is a 3-piece molecular cluster, C3H13NO2S overall, with properties calculated with the ωB97M-V functional and the def2-TZVPD basis.

XYZ file:
```
20
Properties=species:S:1:pos:R:3:mulliken_charge:R:1
C 0.328 1.053 -1.365 -0.88
N -0.679 0.129 -0.693 -0.26
C -0.162 -1.172 -0.202 -0.66
C -1.596 -1.751 0.411 -0.58
S -1.332 -3.418 1.135 -0.21
H 1.020 0.323 -1.650 0.35
H -0.169 1.648 -2.129 0.33
H 0.778 1.749 -0.573 0.19
H -1.425 0.126 -1.464 0.24
H 0.618 -0.855 0.551 0.33
H 0.220 -2.079 -0.763 0.38
H -2.208 -1.919 -0.487 0.29
H -2.186 -1.104 1.011 0.39
H -0.224 -2.937 1.704 0.11
O 5.022 2.211 0.304 -0.65
H 4.657 1.323 0.271 0.32
H 4.790 2.644 1.169 0.33
O -2.376 1.605 0.984 -0.71
H -1.694 1.004 0.789 0.38
H -3.380 1.422 0.998 0.31
```

Summary:
SMILES = CNCCS.O.O
total charge = 0

---

Least stable structure: #2

---

#1
Below is a 2-piece molecular cluster, C2H3BrOS overall, with properties calculated with the ωB97M-V functional and the def2-TZVPD basis.

XYZ file:
```
8
Properties=species:S:1:pos:R:3:mulliken_charge:R:1
C -2.024 0.527 0.188 -0.89
C -1.060 -0.307 -0.101 0.75
O -0.148 -1.023 -0.192 -0.31
H -1.964 1.501 0.597 0.30
H -3.026 0.302 -0.387 0.17
S 2.864 -0.921 -0.425 -0.20
Br 2.863 1.217 -0.554 -0.02
H 2.494 -1.295 0.874 0.18
```

Summary:
SMILES = C=C=O.SBr
total charge = 0

---

#2
Below is a 2-piece molecular cluster, C2H3BrOS overall, with properties calculated with the ωB97M-V functional and the def2-TZVPD basis.

XYZ file:
```
8
Properties=species:S:1:pos:R:3:mulliken_charge:R:1
C -0.033 -1.053 -0.265 0.32
C -0.144 0.364 -0.169 -0.84
O -0.433 -1.715 -1.209 -0.45
S 2.607 0.894 -1.041 -0.09
Br 3.682 -0.357 0.280 0.02
H 0.440 -1.548 0.603 0.35
H -0.601 0.919 -0.970 0.36
H 0.102 0.876 0.743 0.34
```

Summary:
total charge = 0

---

Least stable structure: #2

---

#1
Below is a single C4H7NS3 molecule, with properties calculated with the ωB97M-V functional and the def2-TZVPD basis.

XYZ file:
```
15
Properties=species:S:1:pos:R:3:mulliken_charge:R:1
S -0.323 -2.835 0.338 -0.20
C 0.017 -1.532 -0.447 -0.16
S 0.715 -1.782 -2.164 -0.13
C 0.094 -0.199 0.211 0.60
S 1.878 0.198 0.225 -0.17
C -0.570 0.998 -0.725 -0.83
N -1.006 1.463 0.622 -0.46
C -0.699 0.347 1.437 -0.56
H 1.230 -0.479 -2.275 0.17
H 2.441 -1.307 0.579 0.20
H -0.015 1.508 -1.371 0.47
H -1.539 0.643 -1.248 0.25
H -0.474 2.279 0.847 0.30
H -0.093 0.843 2.245 0.29
H -1.657 -0.145 1.725 0.23
```

Summary:
SMILES = S=C(S)C1(S)CNC1
total charge = 0

---

#2
Below is C4H7NS3 as an isolated structure, with properties calculated with the ωB97M-V functional and the def2-TZVPD basis.

XYZ file:
```
15
Properties=species:S:1:pos:R:3:mulliken_charge:R:1
C 0.998 1.443 0.631 -0.69
C 2.466 -0.419 -0.317 0.12
C -1.203 -1.131 -0.039 0.20
C -2.407 -0.355 -0.508 -1.08
H -0.114 0.995 0.563 0.28
H 1.318 1.287 1.922 0.26
H 0.999 2.627 0.579 0.26
H -1.465 -2.127 0.267 0.39
H -2.021 0.732 -0.757 0.24
H -2.804 -0.549 -1.722 0.25
H -3.308 -0.375 0.096 0.32
N -0.106 -0.652 -0.243 -0.34
S 2.355 1.247 -0.456 0.04
S 3.988 -1.219 -0.253 -0.26
S 1.306 -1.504 0.236 0.00
```

Summary:
total charge = 0

---

#3
Below is C4H7NS3 as an isolated structure, with properties calculated with the ωB97M-V functional and the def2-TZVPD basis.

XYZ file:
```
15
Properties=species:S:1:pos:R:3:mulliken_charge:R:1
C 1.584 -0.147 -0.270 -0.15
C -0.031 -0.142 -0.110 0.67
C -0.637 0.995 -0.735 -0.85
C -0.742 0.485 1.245 -0.48
H 1.179 -2.608 0.591 0.23
H 0.526 -1.880 -1.628 0.26
H -0.818 1.028 -1.905 0.22
H -0.235 2.004 -0.426 0.34
H -2.485 0.017 -0.128 0.29
H -0.860 -0.245 2.318 0.23
H 0.177 1.527 1.541 0.26
N -1.857 0.943 0.246 -0.48
S 2.336 -1.273 0.900 -0.15
S 2.503 1.141 -1.080 -0.16
S -0.640 -1.843 -0.560 -0.22
```

Summary:
total charge = 0

---

Least stable structure: #3

---

#1
Below is a single C4H5ClS molecule, with properties calculated with the ωB97M-V functional and the def2-TZVPD basis.

XYZ file:
```
11
Properties=species:S:1:pos:R:3:mulliken_charge:R:1
C -0.037 1.098 1.321 -1.10
C -0.250 0.586 -0.081 0.62
S -0.922 1.575 -1.213 -0.27
C 0.268 -0.779 -0.278 -0.28
C 0.044 -1.356 -1.422 -0.31
Cl 0.726 -2.845 -1.906 -0.15
H 0.260 0.308 2.002 0.34
H 0.725 1.911 1.428 0.28
H -0.974 1.584 1.708 0.29
H 0.867 -1.123 0.529 0.27
H -0.707 -0.960 -2.088 0.32
```

Summary:
SMILES = CC(=S)/C=C/Cl
total charge = 0

---

#2
Below is C4H5ClS as an isolated structure, with properties calculated with the ωB97M-V functional and the def2-TZVPD basis.

XYZ file:
```
11
Properties=species:S:1:pos:R:3:mulliken_charge:R:1
C -0.842 -0.063 -0.076 0.16
C -0.224 1.104 0.123 -0.44
C 1.195 0.944 -0.051 -0.32
C -0.177 -1.372 0.109 -0.32
H -0.917 2.099 -0.097 0.22
H 1.765 1.313 0.815 0.32
H 1.513 1.123 -1.299 0.26
H -0.604 -2.370 -0.553 0.30
H -0.455 -1.621 1.284 0.21
S 1.387 -0.867 -0.139 -0.20
Cl -2.642 -0.290 -0.117 -0.22
```

Summary:
total charge = 0

---

#3
Below is a single C4H5ClS molecule, with properties calculated with the ωB97M-V functional and the def2-TZVPD basis.

XYZ file:
```
11
Properties=species:S:1:pos:R:3:mulliken_charge:R:1
C -0.562 1.387 0.014 -0.98
C -0.779 -0.026 -0.074 0.70
Cl -2.582 -0.326 -0.166 -0.21
C 0.041 -1.122 -0.097 -0.41
C 1.437 -1.113 0.049 -0.29
S 2.497 0.153 -0.203 -0.27
H 0.523 1.646 0.299 0.27
H -0.824 1.731 -0.934 0.30
H -1.169 1.803 0.848 0.32
H -0.548 -2.051 0.010 0.30
H 1.965 -2.083 0.255 0.27
```

Summary:
SMILES = C/C(Cl)=C\C=S
total charge = 0

---

Least stable structure: #2

---

#1
Below is a 2-piece molecular cluster, C6H12O2 overall, with properties calculated with the ωB97M-V functional and the def2-TZVPD basis.

XYZ file:
```
20
Properties=species:S:1:pos:R:3:mulliken_charge:R:1
C -0.891 2.731 -0.557 -1.08
C 0.160 1.671 -0.644 -0.34
C 0.321 -3.386 -0.601 -1.02
C -0.210 -2.153 -0.379 0.44
O -1.513 -2.272 -0.001 -0.44
C 0.299 -0.825 -0.690 -0.34
C -0.323 0.289 -0.383 -0.53
H -0.284 3.700 -0.336 0.28
H -1.290 2.969 -1.473 0.30
H -1.682 2.588 0.225 0.30
H 1.047 1.885 -0.096 0.28
H 0.628 1.709 -1.679 0.19
H -0.089 -4.258 -0.124 0.28
H 1.335 -3.412 -1.166 0.18
H -2.033 -1.444 -0.162 0.20
H 1.285 -0.675 -1.168 0.19
H -1.231 0.335 0.119 0.14
H 0.890 0.525 3.336 0.27
H 2.081 -0.302 3.103 0.29
O 1.498 0.325 2.676 -0.58
```

Summary:
2S+1 = 2
total charge = -1

---

#2
Below is a 2-piece molecular cluster, C6H12O2 overall, with properties calculated with the ωB97M-V functional and the def2-TZVPD basis.

XYZ file:
```
20
Properties=species:S:1:pos:R:3:mulliken_charge:R:1
O 0.087 0.867 -2.233 -0.66
C 0.480 -0.220 -1.853 -0.71
C -0.509 -1.207 -1.076 -0.42
C -0.215 -1.612 0.382 -0.94
C 0.673 -0.512 1.117 0.85
C 1.863 -0.681 1.654 -0.78
C 0.037 0.838 1.286 -1.16
H 1.365 -0.726 -2.242 0.34
H -1.388 -0.562 -0.909 0.17
H -0.636 -2.080 -1.677 0.50
H 0.221 -2.725 0.341 0.23
H -1.106 -1.806 1.035 0.35
H 2.465 -0.126 2.307 0.35
H 2.240 -1.760 1.607 0.20
H -0.279 1.212 0.378 0.11
H 0.784 1.573 1.796 0.26
H -0.761 0.793 2.042 0.32
H -2.459 2.855 -1.514 0.31
H -1.123 2.663 -1.414 0.30
O -1.739 3.216 -1.027 -0.64
```

Summary:
2S+1 = 2
total charge = -1

---

Least stable structure: #1

---

#1
Below is a 2-piece molecular cluster, C6H12O2 overall, with properties calculated with the ωB97M-V functional and the def2-TZVPD basis.

XYZ file:
```
20
Properties=species:S:1:pos:R:3:mulliken_charge:R:1
C -1.991 1.356 0.434 -1.35
C -0.999 0.575 -0.362 0.82
C -1.297 0.154 -1.644 -1.12
C 2.678 -0.387 0.299 -0.41
O 3.780 0.416 -0.157 -0.50
C 1.422 0.031 -0.365 -0.54
C 0.209 0.167 0.285 -0.65
H -2.837 1.672 -0.172 0.39
H -1.560 2.195 0.977 0.28
H -2.430 0.766 1.254 0.25
H -2.237 0.313 -2.157 0.27
H -0.635 -0.465 -2.237 0.28
H 2.915 -1.456 0.134 0.16
H 2.547 -0.351 1.383 0.25
H 4.578 0.029 0.216 0.29
H 1.528 0.362 -1.402 0.36
H 0.202 0.195 1.377 0.25
H -2.717 -2.024 0.793 0.30
H -1.360 -1.590 0.279 0.38
O -1.797 -1.957 1.066 -0.73
```

Summary:
2S+1 = 2
total charge = -1

---

#2
Below is a 2-piece molecular cluster, C6H12O2 overall, with properties calculated with the ωB97M-V functional and the def2-TZVPD basis.

XYZ file:
```
20
Properties=species:S:1:pos:R:3:mulliken_charge:R:1
C 0.878 0.465 -3.040 -1.11
C 0.842 0.764 -1.575 -0.04
C 0.481 -0.127 -0.654 -0.75
C 0.244 0.164 0.768 -0.51
C 0.232 -0.788 1.722 0.60
O 0.303 -2.081 1.386 -0.51
C -0.007 -0.414 3.154 -1.32
H 1.677 -0.241 -3.302 0.23
H -0.044 -0.024 -3.366 0.26
H 1.018 1.349 -3.674 0.31
H 1.154 1.759 -1.265 0.40
H 0.223 -1.163 -0.890 0.18
H 0.038 1.196 1.022 0.26
H 0.140 -2.684 2.154 0.25
H 0.881 0.033 3.594 0.26
H -0.287 -1.263 3.784 0.40
H -0.785 0.359 3.217 0.22
H -2.746 0.255 -1.028 0.36
H -1.734 1.284 -0.716 0.31
O -2.508 1.157 -1.293 -0.78
```

Summary:
2S+1 = 2
total charge = -1

---

Least stable structure: #2

---

#1
Below is a 3-piece molecular cluster, C2H11N2O2 overall, with properties calculated with the ωB97M-V functional and the def2-TZVPD basis.

XYZ file:
```
17
Properties=species:S:1:pos:R:3:mulliken_charge:R:1
C -0.194 -0.581 -0.539 -0.40
C -0.901 -0.615 -1.696 -0.08
N -0.592 0.097 -2.787 -0.40
N -0.466 -1.519 0.565 -0.20
H 0.709 0.009 -0.475 0.22
H -1.560 -1.474 -1.741 0.30
H -1.202 0.294 -3.561 0.25
H 0.065 0.851 -2.655 0.22
H -0.137 -2.481 0.447 0.36
H -1.457 -1.448 0.794 0.41
H 0.016 -1.093 1.370 0.33
H 1.169 2.723 0.824 0.32
H 2.609 2.120 0.772 0.32
O 1.685 1.940 0.606 -0.61
H 0.509 0.967 2.545 0.34
H 0.467 -0.142 3.545 0.34
O -0.031 0.192 2.794 -0.71
```

Summary:
total charge = +1

---

#2
Below is a 3-piece molecular cluster, C2H11N2O2 overall, with properties calculated with the ωB97M-V functional and the def2-TZVPD basis.

XYZ file:
```
17
Properties=species:S:1:pos:R:3:mulliken_charge:R:1
C -1.691 -1.392 -1.016 -0.62
N 0.628 1.245 -0.027 -0.31
C 0.159 0.155 -0.625 0.18
N -0.795 -0.612 -0.076 -0.20
H -1.204 -1.154 -1.879 0.30
H -2.702 -0.929 -0.906 0.29
H -1.694 -2.582 -0.908 0.25
H 0.080 1.705 0.741 0.19
H 1.419 1.837 -0.426 0.30
H 0.481 -0.308 -1.568 0.33
H -1.267 -0.126 0.781 0.27
H 3.700 -1.278 -1.849 0.33
H 2.497 -1.763 -1.222 0.32
O 2.903 -0.903 -1.416 -0.64
H -0.523 1.553 4.026 0.34
H -1.222 2.708 3.291 0.34
O -0.767 1.842 3.078 -0.67
```

Summary:
total charge = +1

---

#3
Below is a 3-piece molecular cluster, C2H11N2O2 overall, with properties calculated with the ωB97M-V functional and the def2-TZVPD basis.

XYZ file:
```
17
Properties=species:S:1:pos:R:3:mulliken_charge:R:1
C 0.067 0.606 0.721 -0.48
C -0.969 0.651 1.579 0.06
N -1.231 1.493 2.591 -0.38
N -0.138 -0.120 -0.536 -0.13
H 0.980 1.140 0.919 0.32
H -1.736 -0.119 1.495 0.28
H -2.142 1.481 3.014 0.22
H -0.604 2.168 2.995 0.20
H -1.098 -0.059 -0.878 0.43
H 0.383 0.274 -1.333 0.20
H 0.087 -1.120 -0.437 0.38
H -0.353 -3.634 -0.391 0.32
H 1.002 -3.628 -0.944 0.32
O 0.265 -3.029 -0.827 -0.68
H 1.183 1.787 -2.930 0.32
H 2.395 0.921 -3.035 0.31
O 1.579 1.003 -2.526 -0.67
```

Summary:
total charge = +1

---

#4
Below is a 3-piece molecular cluster, C2H11N2O2 overall, with properties calculated with the ωB97M-V functional and the def2-TZVPD basis.

XYZ file:
```
17
Properties=species:S:1:pos:R:3:mulliken_charge:R:1
C -1.272 0.928 -0.883 -0.82
N 0.947 -0.427 1.665 -0.34
C -0.135 -0.212 0.931 0.23
N -0.115 0.695 -0.017 -0.10
H -2.167 0.722 -0.297 0.37
H -1.286 1.953 -1.231 0.28
H -1.300 0.254 -1.740 0.32
H 1.635 0.309 1.682 0.25
H 0.832 -0.952 2.504 0.28
H -1.058 -0.746 1.109 0.35
H 0.782 0.955 -0.461 0.20
H -2.305 -2.893 -0.208 0.31
H -1.002 -3.524 0.300 0.30
O -1.531 -2.755 0.341 -0.60
H 2.141 2.891 -1.632 0.32
H 2.208 1.536 -2.357 0.32
O 2.017 1.928 -1.522 -0.68
```

Summary:
total charge = +1

---

Least stable structure: #2